1) 12
Properties=species:S:1:pos:R:3 method="wB97M-V/def2-TZVPD" smiles=NCCN lumo_ha=0.0415 orbital_gap_ev=10.0200 homo_ev=-8.89
H -0.85 -0.23 1.41
H 0.07 1.73 0.08
H 1.46 -0.76 1.72
H -1.84 0.13 -0.65
H -0.35 -0.51 -1.54
H 0.47 1.53 -1.54
N -0.25 1.44 -0.83
N 1.12 -0.37 0.86
H -0.49 -1.71 0.53
C -0.29 -0.64 0.58
C -0.76 0.05 -0.71
H 1.72 -0.64 0.09

2) 12
Properties=species:S:1:pos:R:3 method="wB97M-V/def2-TZVPD" smiles="C=NC.N" lumo_ha=0.0418 orbital_gap_ev=10.8841 homo_ev=-9.75
C -2.32 3.29 -0.86
H -1.61 3.74 -1.55
H -0.49 1.28 -0.20
H 3.52 -5.13 1.47
H 3.13 -6.24 0.25
H -3.17 4.03 -0.62
H -2.92 2.47 -1.34
C -0.91 1.92 0.49
N 3.58 -5.36 0.55
H -0.46 1.64 1.41
N -1.72 2.92 0.46
H 3.36 -4.56 -0.07

3) 12
Properties=species:S:1:pos:R:3 method="wB97M-V/def2-TZVPD" smiles="C=N.CN" lumo_ha=0.0399 orbital_gap_ev=10.4733 homo_ev=-9.39
C -1.42 1.19 2.11
H -1.67 0.11 1.99
H -0.13 -1.48 -2.44
H 0.25 -2.22 -0.96
H 1.69 0.33 -1.48
N -0.61 1.43 1.20
H 2.27 -0.94 -0.66
C 0.34 -1.24 -1.48
H -0.40 -0.60 -0.89
H -2.04 1.81 2.83
H -0.12 2.29 1.30
N 1.83 -0.68 -1.53

Here is how they stack up, most stable first: 1), 2), 3).

1) 12
Properties=species:S:1:pos:R:3 method="wB97M-V/def2-TZVPD" smiles=CNCN lumo_ha=0.0451 orbital_gap_ev=9.5993 homo_ev=-8.37
H 0.01 1.99 0.41
C 0.74 1.53 -0.24
H 1.77 1.58 0.19
H -0.69 -2.55 0.22
H 0.15 0.06 -1.44
C -0.30 -0.58 0.59
H -0.65 0.21 1.29
H 0.43 -1.15 1.18
N 0.40 0.12 -0.46
H 0.86 1.98 -1.22
H -1.50 -1.50 -0.74
N -1.23 -1.69 0.23

2) 12
Properties=species:S:1:pos:R:3 method="wB97M-V/def2-TZVPD" smiles="C=CN.N" lumo_ha=0.0349 orbital_gap_ev=9.0415 homo_ev=-8.09
C 0.16 -1.76 -0.45
H 0.91 0.73 0.37
H 0.67 -0.72 -2.13
H 0.02 -1.78 0.63
N -1.30 1.15 1.19
H -1.03 1.85 0.52
H -0.82 1.39 2.05
H -2.30 1.22 1.34
N 1.39 0.29 -0.41
H 1.66 1.04 -1.03
H -0.15 -2.65 -0.99
C 0.78 -0.77 -1.08

3) 12
Properties=species:S:1:pos:R:3 method="wB97M-V/def2-TZVPD" smiles="C=CN.N" lumo_ha=0.0319 orbital_gap_ev=9.4599 homo_ev=-8.59
C 2.29 0.48 -0.47
N -2.88 0.65 2.03
H -2.22 0.05 1.56
N 0.84 -1.17 -1.54
H 2.83 -0.34 -0.02
H -3.73 0.60 1.48
H 0.88 0.97 -1.85
H -3.13 0.20 2.89
H 1.46 -1.87 -1.18
H 2.50 1.53 -0.30
C 1.27 0.14 -1.27
H -0.12 -1.25 -1.33

Here is how they stack up, most stable first: 2), 3), 1).

1) 21
Properties=species:S:1:pos:R:3 method="wB97M-V/def2-TZVPD" smiles=Nc1nccc(-c2ccccn2)n1 lumo_ha=0.0028 orbital_gap_ev=8.6886 homo_ev=-8.61
H 2.12 -1.23 -0.52
C -0.08 2.56 -2.56
C 1.33 -1.43 0.17
C -1.03 2.48 -1.53
C 0.95 1.59 -2.64
C -0.54 -1.65 2.09
H 2.15 -3.20 1.15
H -1.70 1.33 0.14
H -1.81 3.26 -1.46
H -2.03 -0.97 3.27
C 0.08 0.53 -0.75
H -0.07 3.41 -3.24
C 0.22 -0.59 0.21
N 0.45 -2.60 2.08
C -0.94 1.44 -0.64
N -0.66 -0.66 1.20
N -1.43 -1.79 3.12
C 1.38 -2.42 1.15
H -1.08 -2.28 3.94
H 1.69 1.64 -3.42
N 0.99 0.59 -1.76

2) 21
Properties=species:S:1:pos:R:3 method="wB97M-V/def2-TZVPD" smiles=Nc1nccc(-c2ccccn2)n1 lumo_ha=0.0012 orbital_gap_ev=8.5515 homo_ev=-8.52
N -1.58 -0.85 0.73
C -2.17 0.14 2.86
C 0.77 -1.51 -2.55
C 0.15 -0.18 -0.61
C 1.99 0.29 -1.87
H -0.86 -1.93 -1.03
N 1.87 -0.68 -2.80
C -2.31 -0.89 1.90
H -2.75 -0.03 3.88
H -2.88 -1.82 1.92
N 3.06 1.13 -1.90
C 0.02 -1.30 -1.37
H 0.16 1.94 1.08
N 1.22 0.54 -0.77
H 2.96 1.86 -1.22
H 0.47 -2.39 -3.17
C -1.29 1.22 2.61
H -1.09 2.08 3.22
H 3.36 1.19 -2.92
C -0.49 1.14 1.43
C -0.61 0.05 0.60

Here is how they stack up, most stable first: 1), 2).

1) 23
Properties=species:S:1:pos:R:3 method="wB97M-V/def2-TZVPD" smiles=C[C@H](N)CO.O.O.O lumo_ha=0.0143 orbital_gap_ev=9.3606 homo_ev=-8.97
H 2.74 -1.90 2.38
C -1.54 1.03 1.40
C -0.53 1.79 0.51
H -2.47 1.23 1.05
O 2.32 -2.99 -2.55
O -1.40 1.37 2.72
H 1.49 -2.40 2.97
H 2.83 -3.13 -1.74
H 0.83 0.14 0.28
H -0.55 1.29 3.04
H 2.59 -2.06 -2.73
O 1.82 -1.97 2.18
C -1.10 2.04 -0.86
H -0.53 -2.01 -2.65
H -1.57 -0.05 1.42
H -2.06 2.52 -0.85
H -1.07 1.24 -1.56
N 0.78 1.15 0.49
H -0.38 2.74 0.94
H -0.25 2.69 -1.33
H 1.42 1.54 -0.15
H -1.95 -2.42 -2.66
O -1.39 -1.83 -2.31

2) 23
Properties=species:S:1:pos:R:3 method="wB97M-V/def2-TZVPD" smiles=C[C@H](N)CO.O.O.O lumo_ha=0.0173 orbital_gap_ev=9.9718 homo_ev=-9.50
H -1.53 3.59 0.93
C -0.68 1.77 0.22
C -0.88 1.10 1.62
O -0.21 -2.91 -3.37
H -1.69 1.55 2.20
H 0.02 1.23 2.23
N -1.67 1.18 -0.72
O 4.50 -0.66 -2.47
H -0.77 -3.03 -2.60
H 0.07 -1.98 -3.44
H 4.73 -1.11 -3.32
O -1.22 -0.25 1.53
H 0.11 3.64 1.06
O 0.32 -4.14 3.05
C -0.64 3.25 0.37
H -2.17 1.96 -1.13
H 0.69 -4.55 2.26
H 5.05 -1.11 -1.81
H -2.38 0.73 -0.14
H -0.58 3.86 -0.53
H -0.48 -4.61 3.26
H 0.29 1.35 -0.07
H -0.88 -0.84 0.87

Here is how they stack up, most stable first: 2), 1).